The following is a DFT calculation (ωB97M-V/def2-TZVPD) of a 2-piece molecular cluster, C4H5N3O3 overall in a non-equilibrium geometry.

```
15
Properties=species:S:1:pos:R:3:forces:R:3:nbo_charge:R:1
C -0.7318 2.5924 0.8003 -2.696 -1.248 -3.003 -0.1000
C -0.9497 1.5338 -0.1284 1.585 1.069 3.064 -0.0366
C 1.4794 -1.3971 -0.5467 -1.277 -3.310 0.158 0.3458
C 0.4065 -0.5544 -0.3490 -5.207 -0.653 1.000 0.6574
N 0.3131 2.2882 1.5225 0.727 -0.133 2.151 -0.2102
N 0.6958 1.1128 1.2755 2.154 -1.584 0.237 -0.0507
N -0.0427 0.5913 0.2716 0.020 2.065 -0.169 -0.2315
O 0.5866 -0.7213 -1.6185 -0.013 0.700 -0.381 -0.4274
O 1.2392 -2.7061 -0.4636 0.519 -0.266 0.425 -0.6802
O -0.9505 -1.8490 0.1852 1.817 1.538 2.902 -0.9313
H -1.4201 3.3783 1.0778 0.431 0.349 -0.535 0.2283
H -1.5513 1.3735 -0.9378 -1.650 -0.271 -1.675 0.2324
H 2.4022 -0.9417 -0.5165 2.377 0.045 -0.177 0.2031
H 0.2175 -2.8796 -0.1681 1.649 1.614 -0.543 0.5409
H -0.8578 -1.8380 1.2438 -0.436 0.085 -3.454 0.4600
```
Positions in Å, forces in eV/Å.

* gap between HOMO and LUMO: 0.37877 Ha
* largest force on an atom: 5.3 eV/A
* HOMO: -10.3281 eV
* lowest unoccupied orbital energy: -0.0008 Eh

The following is a DFT calculation (ωB97M-V/def2-TZVPD) of a 2-piece molecular cluster, C4H5N3O3S overall in a non-equilibrium geometry.

```
16
Properties=species:S:1:pos:R:3:forces:R:3:nbo_charge:R:1
C -1.9158 1.3759 0.7635 -0.179 1.190 -0.286 -0.2430
O -0.9557 0.3595 0.5880 2.268 0.073 2.066 -0.5664
C -0.5905 -0.6480 -0.2153 -0.182 0.239 -2.130 0.1140
N 0.8578 -0.6146 -0.8949 -3.267 0.431 3.443 -0.3351
C 0.9644 0.3428 -1.7626 0.412 -0.997 0.417 0.3831
N 1.2983 0.8821 -2.6872 0.774 3.009 -3.346 -0.2783
N 1.4847 -1.7315 -1.1871 1.754 3.534 -3.607 -0.3835
S 1.3540 -2.9505 -0.3873 -0.710 -5.462 2.894 0.3577
H -1.6724 2.3506 0.1955 -0.818 -1.859 -0.111 0.1997
H -1.7702 1.7842 1.7916 -0.187 -0.947 -0.431 0.2058
H -2.9232 0.8896 0.6842 0.658 1.136 -0.282 0.1951
H -0.5361 -1.5936 0.2710 -0.337 -0.568 0.595 0.1982
H -1.1530 -0.6637 -1.1363 -0.808 -0.367 -0.243 0.1700
O 2.0636 -1.0325 1.4507 0.313 -3.475 0.935 -0.5227
C 1.7786 0.0503 1.2981 1.015 3.057 0.293 1.0232
O 1.7156 1.1993 1.2281 -0.705 1.004 -0.206 -0.5178
```
Positions in Å, forces in eV/Å.

* gap between HOMO and LUMO: 0.28499 Ha
* largest force on an atom: 6.2 eV/A
* HOMO: -8.5590 eV
* SMILES: COCN(C#N)N=S.O=C=O
* lowest unoccupied orbital energy: -0.0296 Eh

The following is a DFT calculation (ωB97M-V/def2-TZVPD) of a 2-piece molecular cluster, C4H5N3O6 overall in a non-equilibrium geometry.

```
18
Properties=species:S:1:pos:R:3:forces:R:3:nbo_charge:R:1
C -1.7044 -1.0481 0.0062 1.372 2.072 0.167 0.3214
C 5.1787 0.2076 -0.7896 -0.277 0.248 -0.730 1.0205
C -0.2434 -1.1039 -0.4719 -0.962 -0.232 0.444 -0.1787
C -0.8466 0.2401 -0.2497 0.433 -2.332 4.705 -0.0549
N -2.6553 -1.1705 -1.0153 0.356 -1.223 -0.032 -0.0001
N 0.7187 -1.7116 0.4059 -1.144 0.387 -0.087 0.5540
N -0.4325 0.9366 0.9291 -0.869 0.926 0.782 -0.8096
O 5.5163 -0.0042 0.2750 0.764 -0.528 2.317 -0.5024
O -2.1185 -1.3120 1.3344 -0.939 0.629 -2.948 -0.6565
O 4.8350 0.4389 -1.8576 -0.500 0.272 -1.580 -0.5182
O -3.8017 -1.1398 -0.6354 -2.035 0.120 -0.186 -0.1363
O 1.5136 -2.4284 -0.1182 1.407 -0.703 -0.118 -0.3374
O 0.5741 -1.5162 1.5964 0.391 -0.265 0.811 -0.4142
H -0.0335 -1.3482 -1.4683 0.015 -0.621 -1.152 0.2496
H -0.9827 0.7179 -1.1176 -0.672 2.075 -2.847 0.2197
H -1.3215 -1.5826 1.7343 1.717 -0.828 1.484 0.4919
H -0.8507 1.8685 0.9447 0.296 -0.098 -0.380 0.3724
H -0.8996 0.5087 1.7513 0.647 0.102 -0.653 0.3788
```
Positions in Å, forces in eV/Å.

* gap between HOMO and LUMO (alpha / beta): 0.29195 / 0.30448 Ha
* largest force on an atom: 5.3 eV/A
* spin multiplicity: 3
* HOMO (alpha / beta): -8.1596 / -9.8114 eV
* lowest unoccupied orbital energy (alpha / beta): -0.0079 / -0.0561 Eh

The following is a DFT calculation (ωB97M-V/def2-TZVPD) of one molecule with the formula C4H5N3S in a non-equilibrium geometry.

```
13
Properties=species:S:1:pos:R:3:forces:R:3:nbo_charge:R:1
C -0.6486 1.5235 -0.8524 -1.114 1.593 0.912 -0.6642
C -0.0668 0.3120 -0.1441 -2.060 0.827 -3.446 0.2221
C 0.6021 0.1396 0.9602 1.788 2.269 1.917 -0.3235
C 1.0531 -1.1382 1.3031 0.348 -1.153 0.620 -0.0424
S 1.9179 -1.6231 2.5790 0.753 0.476 1.209 -0.0419
N 0.7099 -2.2090 0.4891 -2.127 -0.415 -2.568 -0.1979
N -0.0996 -2.0619 -0.4946 0.598 0.794 0.491 0.0516
N -0.4627 -0.7760 -0.8390 -2.429 -1.534 -1.938 -0.4048
H -0.1369 2.5289 -0.5155 -1.019 -2.042 -1.014 0.2547
H -1.7303 1.5319 -0.4074 1.675 0.431 -1.015 0.2401
H -0.7567 1.3766 -2.0199 0.605 0.471 2.510 0.2401
H 0.9364 1.0271 1.5164 -0.148 -0.629 -0.088 0.2438
H -1.3178 -0.6314 -1.5749 3.130 -1.089 2.410 0.4222
```
Positions in Å, forces in eV/Å.

* gap between HOMO and LUMO: 0.28780 Ha
* largest force on an atom: 4.1 eV/A
* HOMO: -8.1993 eV
* SMILES: Cc1cc(=S)nn[nH]1
* lowest unoccupied orbital energy: -0.0135 Eh